[1]
10
Properties=species:S:1:pos:R:3:forces:R:3 method="wB97M-V/def2-TZVPD" total_charge=0 gap_ev=9.55 lumo_energy_ha=-0.0356
N 1.627322 -1.363924 0.631605 -1.651 0.306 1.842
H -2.978613 1.231887 -2.603497 0.621 -0.316 0.481
O 0.757045 -0.710546 1.726275 0.485 0.384 -0.432
O 1.298629 -2.459990 0.562288 -0.901 -3.401 -0.375
N 0.771003 0.621409 1.412672 -0.905 2.584 2.499
N -2.466501 0.665046 -1.900256 -0.981 0.434 -0.767
O 2.439834 -0.748151 0.111169 1.992 2.270 -1.074
S -1.086731 1.158614 -1.586378 0.227 -0.804 0.879
O -0.483394 0.329914 -0.549709 -0.301 0.523 -1.273
O 0.121408 1.275740 2.195830 1.416 -1.980 -1.779

=====

[2]
12
Properties=species:S:1:pos:R:3:forces:R:3 method="wB97M-V/def2-TZVPD" total_charge=0 gap_ev="7.66 / 7.66" lumo_energy_ha="-0.0349 / -0.0348"
H -2.379190 -1.572353 0.916396 1.213 1.010 -0.843
H 2.672531 1.497654 0.771926 0.956 3.159 3.862
C -2.251409 0.109629 -0.354394 -2.183 -0.736 0.966
H 2.643336 1.396655 -0.813653 -0.342 0.026 -1.295
S 0.976454 -1.239041 -0.135654 -1.528 2.581 0.898
H -2.112358 0.765233 -1.185227 1.023 0.053 -0.129
H 3.335262 0.036393 0.138282 -0.362 0.932 -0.242
C -1.689616 -0.968670 0.226955 -2.288 0.385 0.491
I -4.453670 0.507174 0.099981 1.827 -0.396 -0.177
C 2.526603 0.822395 0.075116 1.196 -4.121 -1.854
N 1.248979 0.247455 0.312000 -1.650 -2.106 -1.268
N -0.516925 -1.602524 -0.051733 2.138 -0.786 -0.410

=====

[3]
45
Properties=species:S:1:pos:R:3:forces:R:3 method="wB97M-V/def2-TZVPD" total_charge=0 gap_ev=8.46 lumo_energy_ha=-0.0132 smiles="CCOc1cc(/C=N/n2cnnc2)ccc1OS(=O)(=O)c1ccc(C)cc1"
H -0.639345 3.097699 -0.109130 0.003 -0.117 0.120
H 7.119351 0.463070 -2.159471 0.063 0.020 -0.069
C -2.125793 0.605743 -0.023205 -0.119 -0.057 -0.019
C -7.382564 0.537323 0.263502 0.314 0.018 -0.007
C -7.709174 -1.522085 -0.270792 0.355 0.095 0.009
H 4.856631 1.705202 -0.989426 -0.014 0.113 -0.033
C -2.702982 -1.697401 -0.466048 -0.137 0.267 0.056
H -6.927740 1.475993 0.499705 0.165 0.176 0.042
C 4.726500 0.699537 -0.617170 -0.130 -0.113 0.093
C -4.490055 -0.040814 -0.036029 -1.027 0.296 0.106
C 4.402694 -1.888634 0.327175 -0.048 -0.183 0.070
C 5.643089 -1.461315 -0.117856 -0.066 0.120 0.013
H 1.072222 4.081442 1.414964 0.009 0.093 0.036
N -8.863702 -0.971153 -0.082004 -0.409 -0.948 -0.234
H 1.844475 3.310041 0.022964 0.081 0.056 -0.075
C 5.818992 -0.165556 -0.591293 -0.050 -0.099 0.052
N -6.705411 -0.610621 -0.067445 -1.043 0.387 0.135
C -0.775614 0.314840 -0.153283 0.139 -0.308 -0.199
O 0.928067 -1.327497 -0.554996 0.814 -0.072 0.349
N -8.657918 0.318237 0.254036 -0.110 1.002 0.267
H -0.639996 2.294320 1.490228 -0.009 -0.015 -0.112
H 1.827188 2.488340 1.593101 0.086 -0.011 0.079
C 1.262167 3.131248 0.923331 -0.327 -0.313 -0.139
H 6.481920 -2.141157 -0.097954 0.073 -0.062 0.012
S 1.743541 -1.532042 0.855411 0.066 -0.260 0.175
H 2.622026 0.925979 -0.192415 -0.069 0.175 -0.056
O 1.759506 -2.926667 1.168131 0.160 0.046 -0.345
C 3.342651 -1.007516 0.296591 -0.564 -0.241 0.071
O 1.199877 -0.642922 1.834624 0.122 0.179 -0.247
N -5.400886 -0.916264 -0.197678 1.047 -0.437 -0.160
H -2.445443 1.612678 0.197671 0.009 0.114 0.016
H -7.526642 -2.538461 -0.548015 0.132 -0.235 -0.065
C 7.153768 0.301261 -1.082612 -0.009 0.006 -0.036
C 3.485064 0.282188 -0.174089 0.095 0.258 -0.085
C -0.058746 2.463570 0.576158 0.017 0.379 0.154
C -1.362173 -2.000706 -0.585300 0.307 0.172 -0.026
H -4.704361 1.002646 0.211987 -0.097 -0.071 -0.009
C -3.094226 -0.389957 -0.179354 0.890 -0.416 -0.117
H -1.030730 -3.007730 -0.783353 0.048 -0.113 -0.019
H 7.927809 -0.430417 -0.868972 0.087 -0.013 -0.005
H 7.423194 1.246126 -0.614682 0.073 0.055 0.012
H -3.459007 -2.456842 -0.576401 -0.034 -0.110 -0.021
O 0.224219 1.218835 -0.044840 -0.006 -0.121 -0.147
C -0.401773 -1.011935 -0.441036 -0.951 0.432 0.339
H 4.239319 -2.888621 0.695271 0.061 -0.147 0.017

=====

Short version: maximum force = 0.0721; 0.0988; 0.0223 hartree/bohr, in the order given.
Short version: energy relative to the best compared isomer or geometry (same formula, charge and spin) = 19.22; 48.03; 73.93 kcal per mole, in the order given.